The following is a DFT calculation (ωB97M-V/def2-TZVPD) of a 2-piece molecular cluster, C8H8N2S overall in a non-equilibrium geometry.

Properties
structure (SMILES)	[H]/N=C1/NC=CC1=C=S.C#CC
spin multiplicity	1
ΔE to the lowest compared entry with this formula, charge and spin	125.5	kcal per mole
net charge	0
strongest force on any atom	3.9	eV Å⁻¹
HOMO	-7.45	eV
LUMO energy	-0.564	eV

```
19
C8H8N2S | the Open Molecules 2025 dataset | ωB97M-V/def2-TZVPD
H -2.00408 0.29566 -2.07153
N -1.19929 -0.30924 -2.04708
C -1.02716 -0.73270 -0.85686
N 0.13199 -1.39202 -0.52734
C 0.07731 -1.76573 0.80512
C -1.16887 -1.47561 1.31398
C -1.82050 -0.67336 0.35583
C -2.91141 0.06768 0.49874
S -4.02592 1.15357 0.54404
H 0.84108 -1.18618 -1.21530
H 0.88149 -2.36449 1.11395
H -1.22105 -1.50345 2.34162
C 1.42499 1.48628 1.57487
C 1.74993 1.36328 0.43888
C 2.27695 1.40392 -0.93850
H 0.94422 1.56680 2.51416
H 2.70886 0.45937 -1.05433
H 2.91183 2.19693 -1.26829
H 1.42963 1.40930 -1.52198
```

Löwdin population analysis, charges in e, atoms 1 to 5: H 0.03; N 0.14; C -0.42; N 0.08; C -0.07

The following is a DFT calculation (ωB97M-V/def2-TZVPD) of a 2-piece molecular cluster, CH5O2P overall in a non-equilibrium geometry.

Properties
spin multiplicity	1
ΔE to the lowest compared entry with this formula, charge and spin	75.3	kcal per mole
net charge	0
strongest force on any atom	3.7	eV Å⁻¹
HOMO (alpha / beta)	-7.38 / -7.63	eV
LUMO energy (alpha / beta)	0.769 / 0.155	eV

```
9
CH5O2P | the Open Molecules 2025 dataset | ωB97M-V/def2-TZVPD
C 0.73773 -1.12715 -0.06916
O -0.10782 -1.76707 0.78645
O -0.64637 2.21309 0.52473
P -0.86372 1.30970 -0.80032
H 1.29108 -1.75369 -0.75950
H 1.34957 -0.30036 0.37149
H -0.64604 -2.37667 0.25704
H -0.96519 1.78513 1.33691
H -0.14924 2.01704 -1.64764
```

Löwdin population analysis, charges in e, atoms 1 to 5: C -0.19; O -0.11; O -0.48; P 0.75; H 0.04

The following is a DFT calculation (ωB97M-V/def2-TZVPD) of an isolated molecule of C6H10S2 in a non-equilibrium geometry.

Properties
structure (SMILES)	C[C@H]1C(=S)[C@H](C)C1S
spin multiplicity	1
ΔE to the lowest compared entry with this formula, charge and spin	29.2	kcal per mole
net charge	0
strongest force on any atom	3.2	eV Å⁻¹
HOMO	-8.68	eV
LUMO energy	-0.201	eV

```
18
C6H10S2 | the Open Molecules 2025 dataset | ωB97M-V/def2-TZVPD
C -0.21864 1.26015 -1.71607
C -0.14752 -0.12295 -1.16829
C 1.11223 -0.54765 -0.52631
S 2.44193 -1.27788 -1.04880
C 0.48648 -0.24673 0.79372
C 0.71344 -1.01413 2.02509
C -0.94818 -0.33250 0.14952
S -2.24446 0.72951 0.76749
H -1.24045 1.51319 -2.09250
H 0.43526 1.35193 -2.62064
H 0.13949 2.01946 -0.96873
H -0.39205 -0.90072 -1.92540
H 0.71571 0.85771 1.09952
H 1.80868 -0.92479 2.27653
H 0.51999 -2.12488 1.96219
H 0.09686 -0.57717 2.82108
H -1.28333 -1.34533 0.23653
H -1.99542 1.68280 -0.06493
```

Löwdin population analysis, charges in e, atoms 1 to 5: C -0.09; C -0.41; C -0.76; S 0.75; C -0.43

The following is a DFT calculation (ωB97M-V/def2-TZVPD) of C41H35FNO3P2S2Sn as an isolated structure.

Properties
spin multiplicity	1
ΔE to the lowest compared entry with this formula, charge and spin	72.2	kcal per mole
net charge	+1
strongest force on any atom	0.7	eV Å⁻¹
HOMO	-9.71	eV
LUMO energy	-3.449	eV

```
86
C41H35FNO3P2S2Sn | the Open Molecules 2025 dataset | ωB97M-V/def2-TZVPD
Sn -1.52797 -2.74247 -0.23396
C -1.18442 1.59424 -2.82630
C 0.01426 1.11925 -1.97934
P -0.11381 1.39812 -0.18164
C 0.58184 0.30132 0.88970
C 1.55488 -0.79448 0.49348
C 1.75483 -1.73886 1.63431
C 1.55188 -1.39725 2.90988
C 0.93842 -0.14511 3.26286
C 0.40282 0.60661 2.28133
C 0.12098 3.11087 0.28239
C 1.07858 3.42951 1.24273
C 1.32667 4.75537 1.55486
C 0.62739 5.76955 0.91522
C -0.32644 5.45902 -0.04214
C -0.58338 4.13469 -0.35568
C -2.50218 0.99329 -2.31416
P -2.69302 1.54998 -0.59363
C -3.65623 3.07682 -0.58702
C -4.04330 3.57368 0.65685
C -4.75728 4.75563 0.74272
C -5.08377 5.45533 -0.41097
C -4.69768 4.96745 -1.65145
C -3.98386 3.78262 -1.74253
C -3.61208 0.30849 0.31759
C -4.67010 -0.35958 -0.29805
C -5.35140 -1.34243 0.39646
C -4.98057 -1.66167 1.69785
C -3.93146 -0.99517 2.31149
C -3.24379 -0.00817 1.62144
H -0.99705 1.30840 -3.86197
H -1.24788 2.68416 -2.82971
H 0.94229 1.57266 -2.32482
H 0.12459 0.03858 -2.05577
H 1.55875 -2.38750 -0.64549
H 1.99449 -2.76558 1.38942
H 1.74729 -2.12326 3.68773
H 0.79289 0.12700 4.29813
H -0.19144 1.47229 2.55849
H 1.64540 2.64665 1.72712
H 2.07719 4.99462 2.29542
H 0.83052 6.80323 1.16065
H -0.87663 6.24483 -0.54191
H -1.34703 3.91598 -1.08551
H -2.42951 -0.09436 -2.30401
H -3.37655 1.26871 -2.90613
H -3.79556 3.03071 1.56243
H -5.06083 5.13001 1.71051
H -5.64427 6.37759 -0.34315
H -4.95640 5.50532 -2.55329
H -3.70261 3.41877 -2.72234
H -4.96280 -0.11878 -1.31295
H -6.16928 -1.86483 -0.08022
H -5.51066 -2.43887 2.23134
H -3.63437 -1.25363 3.31813
H -2.40445 0.48566 2.08631
S -2.78691 -4.99979 -0.43741
C -1.13304 -5.44446 -0.60505
N -0.23267 -4.55838 -0.99180
C 1.04460 -5.10794 -1.02174
C 2.20757 -4.49307 -1.48740
C 3.40212 -5.18795 -1.43631
C 3.44964 -6.49860 -0.95881
C 2.29478 -7.14290 -0.55725
C 1.09676 -6.44097 -0.59785
S -0.50214 -7.00207 -0.20870
H 2.18179 -3.52321 -1.96975
H 4.30522 -4.71628 -1.80039
H 4.39257 -7.02642 -0.93131
H 2.32313 -8.17167 -0.22587
O 5.09006 1.69683 -0.45582
C 5.27940 0.40465 -0.16524
C 6.60517 -0.01722 -0.03149
C 6.88867 -1.33821 0.21967
C 5.86220 -2.27727 0.34633
C 4.55579 -1.86186 0.26217
C 4.22022 -0.51602 0.02666
C 2.84162 -0.03303 -0.06852
O 2.60185 1.04347 -0.61141
O 1.09944 -1.53704 -0.66342
H 4.13804 1.82180 -0.64010
H 7.38658 0.71899 -0.15590
H 7.92048 -1.65312 0.30336
H 6.09133 -3.31949 0.51638
H 3.78120 -2.60371 0.35051
F -0.82143 -3.15005 1.54377
```

Löwdin population analysis, charges in e, atoms 1 to 5: Sn 1.05; C -0.26; C -0.27; P 1.09; C -0.31

The following is a DFT calculation (ωB97M-V/def2-TZVPD) of a 7-piece molecular cluster, C52H91F10NO16 overall in a non-equilibrium geometry.

Properties
structure (SMILES)	CCCCCCCCCCCCCC[C@]1(CCC(F)(F)C(F)(F)C(F)(F)C(F)(F)F)C(=O)O[C@@H](C)[C@@]1(C[C@@H](C)F)ON=O.CCOC(C)=O.CCOC(C)=O.CCOC(C)=O.CCOC(C)=O.CCOC(C)=O.CCOC(C)=O
spin multiplicity	1
net charge	0
strongest force on any atom	1.4	eV Å⁻¹
HOMO	-9.84	eV
LUMO energy	0.175	eV

```
170
C52H91F10NO16 | the Open Molecules 2025 dataset | ωB97M-V/def2-TZVPD
C -2.90733 7.57549 -1.92374
C -2.52222 7.17976 -3.33435
C -1.63663 5.91252 -3.34056
C -2.38582 4.68048 -3.83318
C -1.93941 3.36597 -3.17424
C -1.74021 2.26079 -4.19146
C -1.51220 0.87424 -3.58061
C -2.17972 -0.22163 -4.38959
C -1.93281 -1.60637 -3.80491
C -0.47517 -1.99813 -3.81941
C -0.19308 -3.46744 -3.51189
C -0.91764 -3.94164 -2.24155
C -0.28781 -5.10426 -1.47329
C 1.05258 -4.80578 -0.79334
C 0.91729 -4.09754 0.59289
C 0.93220 -5.15148 1.68311
C -0.30513 -6.03678 1.70336
C -0.45324 -6.79616 2.99927
F 0.41923 -7.85921 3.00690
F -0.17343 -6.06032 4.10765
C -1.85147 -7.41788 3.17629
F -1.80785 -8.27683 4.22977
F -2.14918 -8.14559 2.07109
C -2.99135 -6.37740 3.46010
F -3.49348 -6.59610 4.69983
F -2.52861 -5.11171 3.40529
C -4.18128 -6.47842 2.47222
F -5.06064 -5.47983 2.76717
F -4.81316 -7.66839 2.60662
F -3.75579 -6.32048 1.19443
C -0.27310 -3.15669 0.67500
O -1.37838 -3.35716 1.13406
O 0.08766 -1.92951 0.21269
C 1.49717 -1.95228 -0.07649
C 2.14215 -0.58173 -0.10793
C 2.05567 -3.04469 0.78036
C 3.45092 -3.52423 0.42252
C 4.53274 -2.94970 1.31575
C 4.88296 -3.81359 2.51184
F 5.68900 -2.86895 0.50573
O 2.10573 -2.73376 2.20439
N 1.59397 -1.45654 2.53668
O 2.03581 -1.07877 3.54295
H -2.02694 7.70829 -1.30995
H -3.50190 8.47933 -1.90877
H -3.49907 6.77919 -1.48686
H -3.42628 6.98721 -3.89740
H -2.00907 7.99042 -3.83890
H -1.28289 5.75231 -2.33140
H -0.80676 6.11379 -4.00383
H -3.45036 4.80819 -3.67828
H -2.21699 4.58096 -4.89776
H -2.65346 3.06771 -2.41595
H -0.99158 3.54656 -2.67903
H -0.85078 2.51985 -4.75609
H -2.56224 2.24850 -4.89893
H -1.90120 0.85662 -2.56857
H -0.44558 0.70673 -3.51310
H -3.24774 -0.04584 -4.32024
H -1.86770 -0.18743 -5.42684
H -2.29964 -1.58656 -2.78498
H -2.50951 -2.37149 -4.32055
H -0.03803 -1.74879 -4.78300
H 0.07566 -1.40850 -3.09098
H -0.54882 -4.02987 -4.36942
H 0.88311 -3.59973 -3.51119
H -1.89411 -4.28207 -2.56785
H -1.11915 -3.10234 -1.59010
H -1.01835 -5.46575 -0.75939
H -0.13846 -5.91244 -2.18125
H 1.58603 -5.73453 -0.64593
H 1.64352 -4.24746 -1.49166
H 1.79075 -5.79612 1.54705
H 1.04616 -4.69976 2.65949
H -1.21126 -5.48668 1.50285
H -0.23087 -6.79669 0.93682
H 1.53007 -2.29822 -1.10167
H 2.27674 -0.22256 -1.11364
H 1.53572 0.07705 0.48484
H 3.11658 -0.61306 0.36431
H 3.48030 -4.60178 0.50240
H 3.66792 -3.26685 -0.59872
H 4.33756 -1.93022 1.61652
H 4.86431 -3.25039 3.43134
H 5.85006 -4.26206 2.35141
H 4.16112 -4.61346 2.60263
C 2.33740 4.97294 3.61430
C 1.28871 5.11538 2.53338
O 1.74236 4.57101 1.28034
C 1.65705 3.26659 0.99011
C 1.23854 2.29088 2.06533
O 1.97310 2.88799 -0.10631
H 2.56753 3.92720 3.82182
H 1.98589 5.44006 4.53279
H 3.26486 5.45465 3.30293
H 0.33355 4.68006 2.82115
H 1.10183 6.16598 2.33862
H 2.13012 1.83794 2.49686
H 0.63377 1.51673 1.60338
H 0.64092 2.73045 2.85956
C -1.69000 10.32726 2.07184
C -2.41071 9.47562 3.09557
O -1.77157 8.21185 3.29758
C -0.72650 8.06073 4.13015
C -0.06661 9.28548 4.71043
O -0.32439 6.94815 4.33914
H -0.67997 10.57640 2.39571
H -2.23408 11.25683 1.90348
H -1.61119 9.79013 1.12644
H -2.53735 9.99613 4.04554
H -3.40636 9.22503 2.73479
H 0.81585 9.52111 4.11698
H 0.24606 9.05936 5.72594
H -0.70159 10.15983 4.75613
C -1.56020 15.36670 3.42106
C -2.24797 14.53572 4.48384
O -1.55188 13.31433 4.74922
C -0.50555 13.23479 5.59208
C 0.11393 14.49542 6.14768
O -0.05961 12.14968 5.83523
H -0.56306 15.67692 3.73230
H -2.14414 16.26036 3.20240
H -1.45150 14.78703 2.50483
H -2.40693 15.09233 5.40809
H -3.22871 14.22249 4.13210
H 0.99046 14.73989 5.55003
H 0.43084 14.29305 7.16688
H -0.55211 15.35388 6.16834
C -4.42120 -6.62103 7.99569
C -5.35061 -7.81037 7.87924
O -6.29762 -7.86766 8.94804
C -7.44854 -7.16944 8.94146
C -7.68477 -6.12522 7.87220
O -8.24028 -7.36234 9.81749
H -4.96277 -5.67693 7.93826
H -3.68101 -6.64032 7.19750
H -3.90336 -6.64118 8.95427
H -5.86067 -7.84199 6.91519
H -4.78151 -8.73378 7.96377
H -7.43863 -5.14849 8.28507
H -8.74027 -6.14076 7.61540
H -7.11589 -6.27666 6.95844
C 5.42981 -1.68793 -5.09505
C 5.68600 -3.13636 -4.73725
O 4.56641 -3.72544 -4.06132
C 3.51699 -4.24018 -4.71096
C 3.38229 -4.02452 -6.19480
O 2.67129 -4.81751 -4.07546
H 4.59568 -1.58179 -5.78952
H 6.31564 -1.25082 -5.55466
H 5.18492 -1.11745 -4.19835
H 5.96578 -3.74036 -5.60158
H 6.50082 -3.20187 -4.02298
H 2.69982 -3.19116 -6.36345
H 2.96015 -4.92642 -6.62869
H 4.32257 -3.83085 -6.70340
C 3.02090 -8.72301 -9.38763
C 3.01784 -7.20977 -9.33429
O 3.96544 -6.70086 -8.39198
C 5.27009 -6.52596 -8.66560
C 5.85051 -7.08015 -9.94561
O 5.94914 -5.96783 -7.85105
H 3.98201 -9.11401 -9.72076
H 2.25056 -9.07933 -10.07112
H 2.82635 -9.13205 -8.39687
H 3.17592 -6.75962 -10.31543
H 2.05413 -6.85504 -8.97451
H 6.32903 -8.03214 -9.72223
H 6.60490 -6.38444 -10.30214
H 5.12548 -7.22567 -10.74229
```

Löwdin population analysis, charges in e, atoms 1 to 5: C -0.12; C -0.27; C -0.21; C -0.21; C -0.21

The following is a DFT calculation (ωB97M-V/def2-TZVPD) of an isolated molecule of C6H11NO in a non-equilibrium geometry.

Properties
spin multiplicity	1
ΔE to the lowest compared entry with this formula, charge and spin	115.5	kcal per mole
net charge	0
strongest force on any atom	1.1	eV Å⁻¹
HOMO	-6.81	eV
LUMO energy	0.514	eV

```
19
C6H11NO | the Open Molecules 2025 dataset | ωB97M-V/def2-TZVPD
C 1.35589 -1.25898 0.34483
C 2.85445 -0.97701 0.42978
C 0.62026 -0.18536 -0.36789
N 0.92812 0.89857 -0.83578
H 1.15462 -2.20574 -0.16455
H 0.91188 -1.35444 1.33937
H 3.04031 -0.04031 0.95385
H 3.29293 -0.89506 -0.56427
H 3.35408 -1.78381 0.96671
C -1.93700 1.55623 -1.10493
C -1.93605 0.70524 -0.02049
C -2.30340 0.60429 1.25911
O -0.92765 -0.62224 -0.36892
H -1.17334 -0.81093 -1.28766
H -2.19257 1.16302 -2.08727
H -2.20735 2.58829 -0.92139
H 0.07237 1.45108 -1.15019
H -3.02102 1.30610 1.65746
H -1.88654 -0.13894 1.92222
```

Löwdin population analysis, charges in e, atoms 1 to 5: C -0.19; C -0.09; C -0.31; N 0.22; H 0.12